Record 1
Density functional theory data (the ωB97M-V functional and the def2-TZVPD basis) for a molecular structure, C40H50MgN2OP2S6.

- gap between HOMO and LUMO (eV) = 6.5
- HOMO (eV) = -6.27

Each line ends with the Mulliken charge.
Atoms and positions in Å:
Mg 0.92023 0.05828 -0.62484  -0.27
C -1.86566 -2.27303 3.22846  -0.78
C -2.71492 -1.05426 2.85377  -1.32
P -1.87473 0.44394 2.14896  1.34
C -3.37382 1.51757 2.23572  0.60
C -3.67411 2.40423 3.26506  -0.61
C -4.82590 3.18043 3.20990  -0.66
C -5.68662 3.07969 2.12739  -0.56
C -5.40261 2.18986 1.09973  -0.64
C -4.25139 1.41832 1.15249  -0.55
C -0.87606 1.03552 3.56985  0.18
C -1.10604 0.72972 4.90976  -0.48
C -0.29080 1.25628 5.90167  -0.79
C 0.76597 2.09442 5.57265  -0.74
C 1.01793 2.39138 4.24161  -0.64
C 0.20749 1.85584 3.25049  -0.20
C -1.35002 -3.11560 2.06184  -1.44
P 0.08489 -2.41465 1.10312  1.17
C 1.34600 -2.69767 2.41278  0.39
C 1.99993 -1.61601 2.99102  -0.01
C 2.94217 -1.80605 3.99251  -0.90
C 3.25081 -3.08726 4.41889  -0.55
C 2.58913 -4.17642 3.86620  -0.86
C 1.63617 -3.98131 2.87934  -0.48
C 0.33796 -3.79480 -0.07218  0.60
C -0.75067 -4.20510 -0.84276  -0.65
C -0.59791 -5.15771 -1.83758  -0.64
C 0.65608 -5.69682 -2.09102  -0.58
C 1.74679 -5.28218 -1.34222  -0.72
C 1.58934 -4.34137 -0.33572  -0.82
H -2.50589 -2.92442 3.82782  0.52
H -1.02692 -1.97436 3.86525  0.20
H -3.27610 -0.72377 3.72909  0.65
H -3.45359 -1.34669 2.10092  0.62
H -3.00917 2.49518 4.11507  0.36
H -5.05250 3.86622 4.01671  0.41
H -6.57450 3.69759 2.07858  0.38
H -6.07486 2.09944 0.25565  0.44
H -4.01735 0.73025 0.34463  0.33
H -1.91764 0.06973 5.18869  0.34
H -0.48181 1.00966 6.93862  0.43
H 1.39766 2.50091 6.35193  0.39
H 1.85719 3.02044 3.96855  0.51
H 0.42154 2.05434 2.20584  0.25
H -2.17710 -3.30621 1.37384  0.66
H -1.00624 -4.07785 2.44021  0.68
H 1.77958 -0.61258 2.64966  0.38
H 3.44724 -0.95286 4.42721  0.45
H 4.00913 -3.24190 5.17607  0.39
H 2.81808 -5.18091 4.19973  0.40
H 1.13033 -4.83886 2.45194  0.35
H -1.72881 -3.76982 -0.66761  0.24
H -1.45605 -5.47398 -2.41919  0.46
H 0.78354 -6.42931 -2.87813  0.38
H 2.73522 -5.66742 -1.55540  0.40
H 2.45736 -4.00759 0.21793  0.62
C 0.04058 0.16535 -5.30600  0.15
C -0.15510 1.64423 -4.94050  -1.12
S 0.09346 2.08190 -3.18207  0.23
C -1.59798 2.27235 -2.56323  0.34
C -2.50061 1.07111 -2.75247  -1.18
S -1.99611 -0.41137 -1.80782  0.54
C -2.45762 -1.71732 -2.98959  -1.27
C -1.45889 -2.00291 -4.10555  0.34
S -1.49977 -0.80027 -5.48124  -0.23
H 0.67752 -0.33386 -4.57858  -0.32
H 0.52776 0.09862 -6.27814  0.45
H -1.13715 2.00733 -5.24624  0.42
H 0.59499 2.23913 -5.46140  0.46
H -2.05455 3.13596 -3.05073  0.70
H -1.45809 2.50563 -1.50681  -0.91
H -2.52563 0.77446 -3.79686  0.43
H -3.51342 1.33607 -2.43974  0.47
H -3.43107 -1.44050 -3.39622  0.53
H -2.58337 -2.61148 -2.37995  0.45
H -1.70025 -2.96829 -4.55204  0.50
H -0.44197 -2.05362 -3.72419  -0.72
S 4.34564 -2.59087 -1.99219  -0.26
C 3.08927 -1.62412 -1.50885  -0.11
S 3.21525 -0.59853 -0.10812  -0.43
S 1.56660 -1.58168 -2.33416  -0.50
C -0.95724 3.80631 0.76613  -0.59
N 0.43747 4.16146 0.61849  0.56
C 0.81284 5.46102 1.15576  -0.59
C 2.04735 5.97875 0.45340  -0.75
C 3.11202 4.90616 0.53582  -0.65
N 2.61225 3.66934 -0.04418  0.32
C 3.61337 2.76854 -0.60123  -1.02
C 1.31806 3.29190 0.05741  -0.15
O 0.92366 2.18287 -0.37649  0.90
H -1.58128 4.37451 0.07026  0.49
H -1.28088 4.02199 1.78347  0.67
H -1.08918 2.74772 0.57824  -0.69
H 0.98706 5.37595 2.23482  0.27
H -0.02541 6.14381 1.01051  0.38
H 2.39041 6.90583 0.91058  0.39
H 1.81240 6.16621 -0.59623  0.30
H 3.41641 4.74498 1.57707  0.27
H 4.00119 5.20124 -0.01960  0.38
H 4.28642 3.34078 -1.24073  0.37
H 3.13849 1.99530 -1.19089  0.25
H 4.19721 2.28734 0.18554  0.27

---

Record 2
Density functional theory data (the ωB97M-V functional and the def2-TZVPD basis) for 10 unconnected molecules or ions with the total composition C40H50N10 at a distorted geometry.

- expectation value of S² = 0.750
- 2S+1 = 2
- total charge = -1
- energy above the lowest of the compared OMol25 structures with the same formula, charge and spin (eV) = 0.0000
- gap between HOMO and LUMO (spin up / spin down) (eV) = 1.5 / 7.8
- HOMO (spin up / spin down) (eV) = 0.80 / -5.67

Each line ends with the Mulliken charge.
Atoms and positions in Å:
N 3.03914 -0.77399 -6.03926  0.31
C 2.32369 -1.04851 -4.90999  -1.37
C 2.28743 -2.44833 -4.68454  0.18
C 3.00241 -3.00855 -5.81320  -0.87
C 3.49831 -1.93013 -6.56233  -0.74
H 3.31889 0.09940 -6.46238  0.41
H 1.91350 -0.19895 -4.38427  0.49
H 1.85431 -2.94901 -3.83123  0.50
H 3.15280 -4.07173 -5.92908  0.46
H 4.13403 -1.87456 -7.43364  0.41
N -3.13770 -5.02276 -0.60582  0.09
C -3.39455 -3.72623 -0.99585  -1.31
C -3.11968 -2.89630 0.10246  0.30
C -2.75499 -3.72511 1.19679  -0.24
C -2.63777 -5.03420 0.67623  -0.97
H -3.07133 -5.80832 -1.23717  0.25
H -3.63859 -3.50408 -2.02420  0.41
H -3.24405 -1.82353 0.09269  0.52
H -2.61724 -3.33525 2.19450  0.48
H -2.23977 -5.91813 1.15233  0.40
N 0.71732 5.28907 -4.51054  -0.07
C 1.82434 6.03466 -4.81018  -0.73
C 2.90466 5.33536 -4.15664  -0.55
C 2.44132 4.14523 -3.63846  -0.73
C 1.10565 4.06237 -3.99056  -1.00
H -0.23062 5.44394 -4.82284  0.26
H 1.72298 6.97474 -5.33206  0.55
H 3.90625 5.73695 -4.11256  0.45
H 2.95162 3.31102 -3.18011  0.75
H 0.43438 3.24162 -3.78521  0.65
N 3.45531 -4.49193 -1.91573  0.16
C 2.32323 -3.99969 -1.30095  -1.55
C 1.24355 -4.76266 -1.63853  0.26
C 1.70121 -5.81905 -2.33890  -0.75
C 3.08208 -5.66541 -2.56510  -0.67
H 4.34684 -4.02559 -1.82747  0.30
H 2.38534 -3.05981 -0.77258  0.61
H 0.21190 -4.56910 -1.38434  0.65
H 0.99301 -6.48253 -2.81286  0.40
H 3.74446 -6.31018 -3.12361  0.44
N -2.59232 0.98707 4.00444  0.52
C -3.81104 1.28558 4.41374  -0.41
C -4.73917 0.47895 3.80052  -1.28
C -4.08976 -0.40462 2.98652  -0.16
C -2.72024 -0.08837 3.10803  -0.52
H -1.78059 1.51995 4.28235  0.04
H -3.77321 2.07381 5.15107  0.42
H -5.81511 0.43421 3.88270  0.41
H -4.40664 -1.12531 2.24721  0.37
H -1.79665 -0.39358 2.63875  0.58
N -0.22474 -4.00096 4.26529  0.10
C 0.37565 -4.62640 3.20174  -0.93
C 0.59230 -3.65723 2.26758  -0.23
C 0.14103 -2.43767 2.69280  -0.02
C -0.36902 -2.66803 3.97774  -1.01
H -0.59097 -4.37315 5.12984  0.21
H 0.46623 -5.70247 3.21822  0.42
H 1.01035 -3.71521 1.27346  0.47
H 0.10163 -1.52202 2.12144  0.44
H -0.81240 -1.98713 4.68922  0.50
N 1.24600 0.32627 4.81214  0.13
C 0.86260 1.47349 4.05111  -0.45
C 0.29369 2.36961 4.93292  -0.97
C 0.31862 1.82378 6.18495  -0.34
C 0.89520 0.56479 6.10590  -0.74
H 1.60274 -0.54935 4.45700  0.27
H 1.06527 1.50428 2.99074  0.63
H 0.06296 3.39551 4.68653  0.50
H 0.07009 2.33102 7.10546  0.53
H 1.22815 -0.12761 6.86493  0.42
N 0.62775 2.16727 -0.62453  0.73
C 1.19182 1.32712 -1.53702  -0.48
C 0.75472 0.09064 -1.29402  -0.88
C -0.20755 0.09594 -0.30817  -0.13
C -0.24963 1.44509 0.13215  -1.33
H 0.90858 3.13723 -0.60420  0.16
H 1.89613 1.82365 -2.18802  0.25
H 1.11719 -0.77344 -1.83103  0.54
H -0.69936 -0.77679 0.09540  0.63
H -0.72866 1.95636 0.95405  0.66
N 4.11284 4.12504 -0.68143  0.10
C 4.09244 3.29315 0.47870  -1.63
C 3.18462 3.86310 1.41666  0.02
C 2.64595 4.99663 0.78537  -0.94
C 3.16884 5.12682 -0.52136  -0.32
H 4.76820 4.00527 -1.44054  0.46
H 4.64330 2.36555 0.52881  0.73
H 2.93099 3.40040 2.35899  0.58
H 1.83587 5.66351 1.04118  0.48
H 2.83928 5.85558 -1.24711  0.31
N -4.73425 1.88054 1.06722  0.24
C -4.09242 1.78054 -0.13811  -0.11
C -4.98524 2.16802 -1.11062  -0.84
C -6.17146 2.57073 -0.56322  -0.60
C -5.92593 2.52418 0.83518  -0.45
H -4.32155 1.79449 1.98502  0.22
H -3.09625 1.36593 -0.09182  0.42
H -4.70733 2.01652 -2.14320  0.41
H -7.02619 3.09656 -0.96241  0.37
H -6.51746 3.03478 1.58068  0.37

---

Record 3
Density functional theory data (the ωB97M-V functional and the def2-TZVPD basis) for 4 unconnected molecules or ions with the total composition C40H52F15I3N2O12PSi at a distorted geometry.

- total charge = +1
- energy above the lowest of the compared OMol25 structures with the same formula, charge and spin (eV) = 3.5215
- gap between HOMO and LUMO (eV) = 6.4
- HOMO (eV) = -10.55

Each line ends with the Mulliken charge.
Atoms and positions in Å:
C -0.57677 -5.97610 3.38893  -1.21
C 0.27491 -5.02068 2.40557  -0.37
C -0.72888 -3.94995 1.86924  -1.05
I -1.23794 -2.94439 3.79512  0.23
N -0.36950 -2.83366 0.99988  0.46
C -1.44725 -2.04052 0.47510  -0.40
Si -3.30965 -2.47140 0.70030  0.26
C -4.47870 -1.16073 1.38122  -0.96
C -3.87853 -3.96013 1.73390  -1.16
C -3.80887 -3.15083 -1.04837  -1.08
C -1.11208 -0.83749 -0.33456  1.11
P -2.38408 0.45684 -0.95336  -0.06
O -3.80218 -0.24422 -1.54196  -0.50
I -2.92564 1.81545 1.09034  0.05
C 0.31599 -0.51993 -0.67506  -0.61
C 0.86926 0.55435 -1.57124  1.70
C 0.02027 1.48815 -2.46583  -1.72
C -0.28706 2.93089 -1.91641  0.85
O -0.30408 3.02297 -0.49574  -0.51
C -1.50203 3.65048 -2.64143  -1.19
N -2.82274 3.39279 -2.05360  -0.31
C 2.31048 0.77435 -1.72947  0.41
C 2.90879 1.88840 -2.63923  -1.49
C 2.98212 1.24073 -4.11337  -0.23
C 4.32556 0.48885 -4.42091  0.67
C 4.56021 0.13876 -5.94035  -0.47
O 3.95817 -1.10145 -6.32934  -0.44
C 2.61134 -0.93133 -6.77300  -0.61
C 3.32738 -0.06122 -1.03186  -1.18
I 5.45374 0.20561 -1.11169  0.17
C 2.81602 -1.13620 -0.24915  -0.41
C 1.36742 -1.38537 -0.07805  0.53
C 0.92072 -2.53880 0.72258  0.71
C 2.18979 -3.37896 1.16671  -0.61
O 2.81655 -3.04774 2.11427  -0.41
C 2.52729 -4.65408 0.29055  1.11
F 1.45427 -5.09116 -0.46616  -0.28
F 2.90160 -5.63257 1.19348  -0.31
C 3.73856 -4.53292 -0.71712  0.41
F 4.80199 -3.81526 -0.23926  -0.26
F 4.24087 -5.82839 -0.82450  -0.32
C 3.35331 -4.16778 -2.20906  1.18
F 2.37097 -3.21499 -2.32537  -0.21
F 2.88510 -5.28236 -2.89538  -0.33
C 4.60522 -3.64515 -3.06190  -0.29
O 4.99284 -2.54417 -2.86894  -0.24
O 5.12685 -4.50780 -3.99858  -0.48
H -1.67740 -5.90026 3.19403  0.36
H -0.30486 -7.04627 3.18678  0.40
H -0.31617 -5.79711 4.46138  0.34
H 1.08236 -4.63747 3.08354  0.47
H 0.66409 -5.74586 1.64754  0.20
H -1.53279 -4.61065 1.47529  0.31
H -3.93374 -0.64924 2.22711  0.19
H -5.39484 -1.58209 1.88844  0.44
H -4.88578 -0.41697 0.66154  0.39
H -4.99433 -4.00823 1.54651  0.41
H -3.52970 -4.96803 1.36757  0.33
H -3.80486 -3.85480 2.84338  0.31
H -3.14619 -2.65141 -1.80811  0.23
H -4.85567 -2.84835 -1.31227  0.35
H -3.63145 -4.24907 -1.13277  0.36
H -3.61096 -0.59524 -2.43188  0.38
H -0.84862 1.00792 -2.98958  0.63
H 0.64385 1.70078 -3.38809  0.29
H 0.58969 3.58109 -2.22066  0.09
H -0.84928 3.77440 -0.20428  0.39
H -1.52947 3.46495 -3.74159  0.44
H -1.29938 4.75914 -2.52495  0.35
H -3.04545 3.99225 -1.26418  0.17
H -3.57549 3.43156 -2.73693  0.20
H 3.88564 2.28643 -2.28794  0.66
H 2.23364 2.77033 -2.76070  -0.33
H 2.74344 1.97515 -4.92073  0.41
H 2.17078 0.45782 -4.13988  0.13
H 5.22492 0.99242 -3.97061  0.24
H 4.25916 -0.50451 -3.88773  -0.68
H 4.20926 1.01682 -6.53846  0.32
H 5.66907 -0.00867 -6.05926  0.26
H 2.42516 0.04639 -7.29071  0.28
H 2.34092 -1.72670 -7.52222  0.28
H 1.91704 -1.07446 -5.89468  0.15
H 3.60337 -1.75478 0.24031  0.69
H 4.44115 -4.66777 -4.67907  0.37
C 10.81476 2.21341 -8.74423  -1.11
C 10.62733 2.18950 -7.24125  -0.21
O 9.45945 2.93801 -6.85894  -0.31
C 8.29218 2.30082 -6.97244  0.32
O 8.15865 1.17696 -7.36429  -0.51
C 7.15203 3.19775 -6.48699  0.96
F 7.24893 4.45188 -6.95639  -0.26
F 7.13152 3.29160 -5.14239  -0.27
F 5.94856 2.73876 -6.86061  -0.23
H 10.84349 3.24152 -9.10980  0.31
H 11.74282 1.71366 -9.02349  0.37
H 9.98775 1.71609 -9.25377  0.31
H 11.47670 2.67113 -6.75675  0.32
H 10.57410 1.16871 -6.85869  0.31
C -6.86010 4.62467 6.47626  -1.01
C -6.92397 4.49159 4.96927  -0.33
O -5.65301 4.81093 4.37159  -0.30
C -4.74161 3.83781 4.37547  0.39
O -4.90510 2.74325 4.83384  -0.49
C -3.46866 4.30700 3.66793  0.84
F -3.09570 5.53879 4.04440  -0.25
F -3.63241 4.34526 2.32401  -0.24
F -2.42323 3.50336 3.90543  -0.23
H -6.50777 5.61884 6.75809  0.34
H -7.84240 4.46011 6.91941  0.39
H -6.16270 3.90495 6.90788  0.27
H -7.64378 5.20462 4.56727  0.34
H -7.25374 3.49601 4.66698  0.31
C -6.02483 -0.38669 8.96408  -1.01
C -7.12429 -0.12903 9.97429  -0.22
O -6.91506 1.12220 10.64934  -0.33
C -7.31723 2.21513 9.99484  0.40
O -7.82383 2.21577 8.90937  -0.50
C -7.07816 3.46147 10.84952  0.87
F -5.86159 3.46132 11.42083  -0.26
F -7.97665 3.55357 11.84561  -0.26
F -7.17042 4.59127 10.13503  -0.23
H -5.04522 -0.33258 9.44284  0.30
H -6.14247 -1.37201 8.51132  0.36
H -6.03414 0.36197 8.16981  0.25
H -7.10729 -0.90253 10.74217  0.32
H -8.11166 -0.15723 9.51010  0.31

---

Q: What is the formula in the second record?
A: C40H50N10